A structure of composition C29H72F6NO33S11V in a non-equilibrium geometry, computed with ωB97M-V/def2-TZVPD.

Geometry (Å):
O -2.090 -1.019 -2.476
V -2.645 -0.472 -1.079
O -3.291 -1.624 -0.321
C 0.658 1.546 -1.785
F 1.044 2.788 -2.019
F -0.224 1.141 -2.666
F 1.739 0.810 -1.872
S -0.165 1.543 -0.068
O 0.814 1.883 0.919
O -1.258 2.489 -0.220
N -0.856 -0.077 -0.007
S 0.256 -0.908 0.780
O 1.537 -0.896 0.139
O 0.171 -0.569 2.191
C -0.227 -2.767 0.590
F 0.846 -3.482 0.805
F -1.146 -3.110 1.505
F -0.744 -3.009 -0.608
O -2.577 3.747 -2.967
S -3.511 2.652 -2.857
O -3.179 1.431 -2.149
O -4.831 3.343 -2.191
C -5.904 2.486 -1.817
C -6.768 3.238 -0.794
C -4.242 2.217 -4.443
H -5.630 1.536 -1.356
H -6.559 2.255 -2.664
H -7.554 2.537 -0.509
H -7.234 4.141 -1.181
H -6.115 3.458 0.051
H -4.687 1.226 -4.364
H -3.581 2.415 -5.281
H -5.153 2.811 -4.542
O -3.581 0.959 0.474
S -3.768 1.618 1.753
O -3.896 3.049 1.762
O -5.106 0.941 2.383
C -5.584 1.487 3.631
C -5.387 0.482 4.767
C -2.467 1.038 2.903
H -6.624 1.785 3.514
H -5.055 2.415 3.860
H -5.891 0.866 5.653
H -4.344 0.392 5.073
H -5.731 -0.501 4.452
H -2.445 -0.041 2.781
H -2.761 1.277 3.921
H -1.552 1.549 2.616
O 1.713 -7.222 3.271
S 0.318 -7.569 3.214
O -0.581 -7.027 4.194
O -0.238 -7.271 1.732
C -1.634 -7.346 1.350
C -1.998 -6.132 0.532
C 0.183 -9.387 3.145
H -2.246 -7.543 2.229
H -1.662 -8.203 0.673
H -1.400 -6.150 -0.377
H -1.735 -5.218 1.062
H -3.072 -6.064 0.370
H -0.775 -9.654 2.712
H 0.403 -9.820 4.116
H 0.992 -9.645 2.462
O 5.654 -5.046 -3.308
S 4.504 -5.546 -4.003
O 3.940 -6.846 -3.759
O 3.236 -4.557 -3.760
C 3.470 -3.146 -3.497
C 2.235 -2.660 -2.767
C 4.672 -5.333 -5.785
H 3.585 -2.600 -4.436
H 4.380 -3.068 -2.905
H 2.516 -1.678 -2.356
H 2.031 -3.172 -1.830
H 1.398 -2.403 -3.412
H 5.081 -4.333 -5.937
H 3.672 -5.298 -6.206
H 5.339 -6.110 -6.143
O 4.230 -2.721 2.115
S 4.867 -1.887 1.126
O 4.610 -2.016 -0.287
O 4.563 -0.377 1.656
C 4.905 0.708 0.784
C 4.557 2.085 1.335
C 6.635 -1.946 1.428
H 4.307 0.680 -0.131
H 5.976 0.629 0.595
H 4.855 2.160 2.384
H 3.500 2.336 1.306
H 5.178 2.768 0.756
H 7.001 -2.949 1.208
H 6.757 -1.651 2.465
H 7.233 -1.337 0.750
O -0.138 1.769 -8.134
S -0.941 2.273 -7.039
O -1.863 3.371 -7.155
O -1.763 1.038 -6.406
C -1.324 -0.324 -6.586
C -2.564 -1.231 -6.498
C 0.073 2.750 -5.543
H -0.597 -0.569 -5.810
H -0.806 -0.394 -7.541
H -2.939 -1.262 -5.476
H -2.324 -2.233 -6.841
H -3.329 -0.774 -7.124
H -0.570 2.663 -4.675
H 0.332 3.764 -5.836
H 0.969 2.147 -5.417
O 2.765 4.461 3.317
S 3.411 5.428 2.481
O 4.820 5.666 2.646
O 3.191 4.999 0.966
C 3.942 5.528 -0.103
C 3.660 4.755 -1.380
C 2.623 7.041 2.417
H 5.007 5.344 0.083
H 3.873 6.607 -0.253
H 3.872 3.689 -1.348
H 4.192 5.201 -2.221
H 2.601 4.901 -1.621
H 1.643 6.891 1.965
H 3.262 7.632 1.768
H 2.486 7.485 3.398
O 4.400 -4.422 6.684
S 2.985 -4.492 6.900
O 2.404 -3.855 8.047
O 2.258 -3.871 5.602
C 0.866 -3.569 5.752
C 0.260 -3.190 4.421
C 2.408 -6.176 6.792
H 0.755 -2.737 6.449
H 0.303 -4.380 6.222
H 0.046 -4.073 3.819
H 0.981 -2.501 3.982
H -0.717 -2.728 4.565
H 2.589 -6.761 7.688
H 2.862 -6.580 5.890
H 1.326 -6.102 6.685
O -1.665 7.373 -1.364
S -0.936 6.926 -0.206
O 0.046 7.768 0.436
O -2.002 6.529 0.926
C -3.290 6.029 0.480
C -4.252 7.183 0.330
C -0.231 5.286 -0.512
H -3.630 5.407 1.305
H -3.236 5.428 -0.428
H -5.240 6.786 0.077
H -3.982 7.892 -0.449
H -4.340 7.722 1.274
H 0.654 5.528 -1.096
H -0.973 4.715 -1.067
H -0.070 4.739 0.411

Forces on the atoms, in the same order (eV/Å):
-0.78 0.06 1.22
2.40 2.61 -1.62
-1.09 -1.99 0.71
0.54 -0.05 1.11
-0.44 0.73 -0.17
-0.50 0.00 -0.51
0.19 -0.57 0.13
-1.38 0.90 -0.77
-0.28 -0.88 -0.53
0.61 -1.45 -0.12
0.27 2.74 -0.84
1.27 -2.35 2.66
-0.22 0.26 -0.14
-0.08 -0.73 -1.26
-0.85 0.92 0.59
0.31 0.00 -0.23
0.04 0.39 0.00
0.32 -0.01 -0.23
-0.67 -1.64 0.18
-1.20 1.74 -0.54
-0.16 0.19 -0.04
1.68 -0.97 -0.01
-1.94 0.25 0.54
0.63 -0.64 -0.19
-0.72 0.09 0.47
0.68 0.16 -0.11
0.41 0.05 -0.34
-0.04 0.15 0.25
0.17 0.05 -0.12
-0.30 0.16 0.19
0.82 -0.36 -0.16
0.20 -0.34 0.09
0.39 0.62 0.01
-0.53 0.18 0.57
0.07 -0.39 0.88
0.01 -0.84 0.06
1.02 0.42 -0.95
0.43 0.28 0.94
0.13 0.44 -0.32
-1.13 0.35 -0.83
-0.08 -0.35 -0.27
0.07 -0.01 -0.12
-0.33 -0.28 -0.07
0.08 -0.03 -0.26
-0.25 -0.01 0.27
0.31 0.01 -0.12
-0.01 0.27 -0.08
0.12 -0.16 0.01
-1.10 -0.10 -0.42
-0.21 -1.04 -0.37
-0.04 -0.06 -0.25
1.09 0.59 0.67
0.20 -0.66 -0.19
0.36 0.54 0.71
0.78 1.12 -0.18
-0.07 0.26 -0.01
-0.24 -0.22 0.27
-0.35 0.07 -0.23
0.03 -0.11 0.13
0.04 -0.30 -0.37
-0.10 -0.08 0.27
-0.30 0.07 0.09
-0.11 -0.17 -0.07
-0.21 -0.28 -0.31
-1.94 0.23 -0.33
0.79 0.60 -0.09
1.04 -0.50 -0.25
-0.56 -0.50 0.32
1.06 1.90 0.64
0.21 0.66 0.90
0.10 -0.15 -0.09
-0.13 0.17 0.11
0.09 0.03 -0.16
-0.33 -0.63 -0.42
-0.27 -0.77 0.03
0.33 -0.14 0.01
-0.01 -0.62 -0.03
-0.15 0.00 -0.24
0.43 0.58 -1.15
0.07 0.43 0.94
0.00 0.18 0.78
-0.35 -0.74 -0.39
-0.52 0.55 -0.55
0.64 -0.67 1.12
-0.02 -0.27 -0.45
0.41 -0.79 -0.21
-0.01 0.19 -0.29
0.12 0.15 -0.07
-0.01 -0.11 -0.32
-0.28 0.32 0.03
-0.37 -0.21 0.42
0.18 -0.17 0.02
-0.47 0.47 0.04
-0.80 0.77 0.89
1.13 -0.47 1.69
0.17 -0.91 -0.41
-0.28 0.72 -0.32
0.03 -0.63 -0.04
0.51 0.98 -0.05
-0.31 -0.38 -1.82
-0.05 0.08 0.15
-0.21 -0.08 -0.10
0.07 -0.11 0.05
-0.04 -0.03 0.00
-0.09 -0.28 -0.13
-0.15 0.32 -0.07
0.09 0.16 0.54
-0.08 -0.16 -0.23
-0.19 0.64 -0.77
1.16 0.84 0.22
-0.27 -0.13 0.11
-1.32 -0.60 0.22
2.44 -0.60 -0.80
-1.32 0.74 -0.22
-0.48 -0.90 0.03
-0.08 0.20 0.46
-0.65 0.00 0.20
0.08 0.02 0.32
0.26 0.02 0.16
0.07 -0.35 -0.11
0.02 0.15 -0.06
-0.05 0.15 0.10
0.33 -0.12 0.09
-0.76 -0.13 -0.16
-0.13 0.33 -0.07
0.09 -0.25 0.06
0.60 -0.59 0.29
-1.14 0.49 0.73
0.35 -0.40 0.20
-0.24 0.43 -0.21
0.29 0.07 -0.03
0.27 -0.29 -0.14
0.49 0.05 -0.25
-0.40 0.01 -0.57
0.17 0.33 0.17
0.46 0.22 0.03
-0.07 -0.22 0.08
0.03 -0.10 -0.20
0.68 -0.08 0.34
-0.35 -0.84 0.65
-0.69 -0.60 -0.47
0.51 0.22 -0.39
-0.47 0.49 0.38
-0.47 0.07 -0.11
-0.60 1.11 -0.27
0.19 -0.19 -0.11
0.34 0.02 0.01
0.01 0.00 0.06
0.21 -0.11 -0.03
0.02 -0.01 0.01
0.09 -0.50 0.05
0.10 0.19 -0.33
0.43 0.40 0.16

Gap between HOMO and LUMO: 8.9 eV
HOMO level: -0.3894 Eh

Atomic partial charges in e from the Löwdin method, atoms 1 to 2: atom 1 (O): -0.318, atom 2 (V): 0.865